{
  "formula": "C19H29AlP2Si",
  "method": "ωB97M-V/def2-TZVPD",
  "symbols": ["Al", "C", "P", "C", "C", "C", "C", "C", "C", "C", "P", "C", "C", "H", "H", "H", "H", "H", "H", "H", "H", "H", "H", "H", "H", "H", "H", "H", "H", "C", "H", "H", "C", "Si", "C", "C", "C", "C", "C", "C", "C", "H", "H", "H", "H", "H", "H", "H", "H", "H", "H", "H"],
  "positions_angstrom": [[1.851, 0.896, -0.192], [1.885, 0.571, 3.593], [1.024, 0.093, 2.061], [-0.710, 0.556, 2.431], [0.981, -1.734, 2.089], [1.309, -2.486, 3.213], [1.266, -3.872, 3.164], [0.893, -4.516, 1.994], [0.575, -3.775, 0.866], [0.623, -2.387, 0.897], [0.197, -1.327, -0.535], [-1.577, -1.737, -0.797], [0.939, -2.170, -1.973], [1.324, 0.284, 4.483], [2.013, 1.653, 3.584], [2.876, 0.119, 3.606], [-1.124, -0.061, 3.229], [-1.326, 0.459, 1.535], [-0.722, 1.603, 2.737], [1.610, -1.996, 4.130], [1.529, -4.450, 4.041], [0.860, -5.598, 1.958], [0.294, -4.289, -0.046], [-1.697, -2.800, -1.016], [-1.959, -1.144, -1.629], [-2.154, -1.489, 0.094], [0.701, -3.234, -1.996], [2.018, -2.023, -1.961], [0.532, -1.702, -2.871], [3.571, 0.210, -0.116], [4.225, 0.393, -0.969], [3.545, -0.864, 0.109], [1.077, 3.635, -2.007], [0.133, 2.548, -0.772], [-0.532, 3.741, 0.515], [-1.321, 1.856, -1.743], [-1.059, 1.084, -2.884], [-2.085, 0.545, -3.647], [-3.408, 0.755, -3.271], [-3.690, 1.510, -2.141], [-2.655, 2.053, -1.385], [0.476, 4.465, -2.391], [1.420, 3.043, -2.860], [1.969, 4.051, -1.529], [-0.944, 4.620, 0.012], [0.275, 4.075, 1.173], [-1.313, 3.309, 1.146], [-0.029, 0.910, -3.186], [-1.859, -0.042, -4.529], [-4.214, 0.336, -3.861], [-4.720, 1.677, -1.847], [-2.896, 2.643, -0.508]],
  "forces_ev_per_angstrom": [[-0.218, -0.524, 0.668], [0.029, -0.061, -0.050], [-0.083, 0.092, 0.041], [0.074, -0.009, -0.001], [0.038, -0.050, -0.191], [-0.009, 0.016, 0.004], [0.002, 0.011, 0.006], [0.013, -0.011, -0.022], [0.003, -0.036, 0.035], [0.010, 0.171, 0.109], [-0.121, -0.078, -0.312], [0.044, -0.002, 0.134], [0.008, -0.034, 0.049], [0.030, -0.008, 0.005], [-0.017, 0.005, 0.004], [-0.004, 0.025, -0.020], [-0.022, 0.012, 0.007], [0.023, -0.025, 0.011], [-0.029, -0.012, 0.005], [-0.014, -0.011, -0.004], [-0.004, 0.008, -0.001], [-0.002, 0.011, -0.005], [0.005, 0.010, 0.003], [-0.049, 0.015, 0.015], [0.020, -0.041, 0.029], [0.007, -0.010, -0.002], [-0.001, -0.004, -0.027], [0.010, 0.013, 0.023], [0.015, -0.006, -0.002], [-0.524, 0.098, -0.581], [0.167, 0.028, 0.087], [0.220, 0.023, 0.265], [-0.007, 0.061, -0.050], [0.634, 0.578, -0.449], [-0.063, -0.060, 0.281], [-0.041, -0.353, -0.047], [-0.112, 0.094, -0.019], [0.007, 0.073, 0.055], [0.017, 0.036, 0.021], [0.029, -0.029, -0.008], [0.001, -0.074, -0.055], [-0.005, -0.048, 0.027], [-0.005, 0.039, 0.019], [-0.034, 0.009, -0.034], [-0.034, -0.012, 0.031], [-0.039, 0.029, -0.035], [0.015, 0.043, -0.003], [-0.005, -0.003, 0.004], [0.007, 0.005, -0.008], [0.007, 0.001, 0.010], [0.014, 0.002, -0.001], [-0.007, -0.007, -0.019]],
  "total_charge": 0,
  "homo_energy_ev": -5.81,
  "largest_force_ha_per_bohr": 0.0188,
  "spin_multiplicity": 1,
  "homo_lumo_gap_ev": 6.3,
  "energy_ha": -1955.992736,
  "de_lowest_kj_mol": 34.8
}

{
  "formula": "C19H29AuCl3NO4P2",
  "method": "ωB97M-V/def2-TZVPD",
  "symbols": ["C", "C", "N", "C", "C", "C", "C", "P", "Au", "P", "C", "C", "C", "C", "C", "C", "C", "O", "O", "H", "H", "H", "C", "C", "H", "H", "H", "H", "C", "C", "H", "H", "H", "H", "H", "H", "H", "H", "H", "H", "H", "H", "H", "H", "H", "H", "H", "H", "H", "H", "H", "H", "Cl", "C", "Cl", "Cl", "C", "O", "O"],
  "positions_angstrom": [[-1.423, -2.003, -3.340], [-0.741, -1.135, -2.483], [-1.049, -1.089, -1.186], [-1.563, -2.162, -0.582], [-2.212, -3.119, -1.372], [-2.203, -3.020, -2.761], [0.374, -0.286, -3.041], [1.143, 0.878, -1.809], [0.213, 0.433, 0.288], [-1.106, -0.753, 1.798], [-1.463, -2.316, 0.950], [1.176, 1.788, 1.678], [2.476, 1.415, 1.984], [3.266, 2.251, 2.812], [2.704, 3.412, 3.350], [1.375, 3.739, 3.066], [0.605, 2.913, 2.229], [-4.148, 3.002, -4.236], [-3.719, 1.292, 0.093], [-1.469, -1.769, -4.384], [-2.691, -3.946, -0.856], [-2.800, -3.703, -3.363], [2.885, 0.412, -2.039], [0.941, 2.602, -2.385], [-2.440, -2.706, 1.270], [-0.665, -3.036, 1.217], [0.008, 0.287, -3.884], [1.218, -0.912, -3.388], [-0.283, -1.169, 3.355], [-2.724, -0.156, 2.350], [2.854, 0.484, 1.592], [4.298, 1.973, 3.036], [3.330, 4.048, 4.005], [0.931, 4.625, 3.535], [-0.426, 3.191, 2.016], [-0.922, 1.657, 0.407], [-4.469, 1.897, 0.305], [-4.387, 2.250, -3.704], [-3.384, 2.600, -4.785], [-3.543, 1.457, -0.889], [3.315, 0.621, -3.035], [3.360, 1.017, -1.254], [3.000, -0.658, -1.808], [1.550, 2.789, -3.289], [-0.123, 2.795, -2.609], [1.269, 3.256, -1.556], [-3.179, -0.925, 2.996], [-2.585, 0.775, 2.917], [-3.362, 0.065, 1.481], [-0.980, -1.746, 3.985], [0.658, -1.725, 3.190], [-0.053, -0.205, 3.835], [4.212, -3.869, 0.026], [2.461, -3.591, 0.344], [1.551, -3.590, -1.191], [1.785, -4.856, 1.380], [2.359, -2.156, 1.089], [2.592, -2.201, 2.301], [2.198, -1.124, 0.348]],
  "forces_ev_per_angstrom": [[-0.766, -0.356, 0.984], [-0.817, -0.216, -0.398], [1.996, -1.128, 0.281], [-0.797, 0.021, -0.457], [0.272, -0.451, 0.456], [0.160, 0.846, 0.192], [-0.049, 0.870, 0.354], [0.446, -0.555, -0.869], [-0.426, 0.956, 0.429], [0.105, -0.266, 0.902], [-0.722, -0.261, -0.813], [0.661, -0.542, 0.118], [0.692, 0.983, 0.754], [-0.663, -0.408, -0.420], [0.368, 0.076, 0.133], [0.040, -0.138, 0.204], [0.132, 0.882, 0.431], [2.276, -0.827, -1.674], [-0.763, 1.232, -2.317], [0.436, -0.393, -0.527], [0.005, 0.014, -0.248], [0.232, 0.137, 0.070], [0.207, 0.486, 0.210], [0.148, -0.097, -0.307], [0.374, -0.144, 0.229], [-0.348, 0.216, -0.315], [-0.013, 0.078, -0.425], [-0.658, 0.058, 0.136], [-0.081, -0.272, 0.168], [-0.250, 0.016, -0.008], [0.244, 0.011, 0.035], [-0.297, 0.085, -0.027], [-0.572, -0.339, -0.442], [0.120, -0.309, -0.282], [0.141, -0.080, -0.028], [-0.551, 0.380, -0.446], [0.784, -0.589, -0.259], [-0.439, -0.431, 0.478], [-1.846, 1.232, 1.184], [-0.264, -0.280, 2.114], [-0.322, 0.154, 0.392], [0.510, -0.377, -0.296], [-0.111, 0.500, 0.148], [-0.273, 0.030, 0.386], [0.460, -0.041, 0.212], [-0.197, -0.246, -0.434], [0.144, 0.285, -0.149], [-0.033, -0.269, -0.137], [0.368, -0.277, 0.574], [0.333, 0.179, -0.074], [-0.375, 0.324, 0.045], [0.015, -0.321, -0.042], [-0.681, -0.030, 0.053], [-0.014, 0.860, 0.167], [0.167, -0.006, -0.033], [0.180, -0.003, -0.100], [0.886, 1.087, 0.246], [-0.530, -0.191, -1.003], [-0.044, -2.157, 0.447]],
  "total_charge": 0,
  "homo_energy_ev": [-6.23, -8.24],
  "largest_force_ha_per_bohr": 0.0572,
  "spin_multiplicity": 3,
  "homo_lumo_gap_ev": [5.9, 7.8],
  "energy_ha": -3295.961262
}

{
  "formula": "C19H29Br3ClF14MgN3NaO9P",
  "method": "ωB97M-V/def2-TZVPD",
  "symbols": ["C", "O", "C", "C", "C", "C", "O", "O", "C", "H", "H", "H", "H", "H", "H", "H", "H", "H", "H", "H", "H", "O", "H", "Mg", "C", "O", "N", "N", "H", "H", "H", "H", "C", "Br", "Br", "Br", "H", "F", "P", "F", "F", "F", "F", "F", "Cl", "C", "C", "C", "F", "F", "F", "F", "O", "C", "C", "F", "F", "F", "F", "H", "H", "H", "H", "O", "H", "H", "Na", "C", "C", "C", "C", "C", "C", "N", "O", "O", "H", "H", "H", "H", "H"],
  "positions_angstrom": [[1.528, 1.559, 3.776], [0.890, 2.517, 2.909], [-0.412, 2.167, 2.580], [-1.321, 3.345, 2.780], [-1.948, 3.428, 4.158], [-2.436, 2.115, 4.649], [-1.707, 1.372, 5.145], [-3.713, 1.859, 4.479], [-3.994, 1.401, 3.132], [1.174, 1.727, 4.772], [2.583, 1.757, 3.758], [1.369, 0.541, 3.468], [-0.392, 1.961, 1.477], [-0.725, 1.247, 3.032], [-0.698, 4.208, 2.658], [-2.060, 3.432, 2.014], [-1.301, 3.886, 4.864], [-2.796, 4.080, 4.087], [-3.209, 1.641, 2.444], [-4.911, 1.889, 2.836], [-4.150, 0.346, 3.168], [1.717, -0.739, 2.101], [2.333, -1.435, 1.850], [0.647, 1.656, -0.008], [-3.029, 2.487, -2.109], [-2.269, 1.976, -1.283], [-4.090, 3.229, -1.740], [-2.848, 2.317, -3.451], [-4.729, 3.643, -2.391], [-4.260, 3.347, -0.755], [-2.071, 1.757, -3.747], [-3.455, 2.712, -4.143], [-0.922, -2.375, -1.610], [0.246, -2.509, -0.091], [-1.848, -0.699, -1.603], [0.058, -2.617, -3.289], [-1.655, -3.162, -1.528], [-6.187, 2.618, 1.422], [-7.252, 3.832, 1.784], [-6.029, 4.408, 2.757], [-8.504, 4.650, 1.089], [-6.489, 4.671, 0.567], [-8.040, 4.148, 3.203], [-8.244, 2.512, 1.691], [2.405, -2.267, -4.396], [6.709, 2.539, 0.540], [5.545, 2.203, -0.438], [4.375, 1.416, 0.163], [4.769, 0.234, 0.620], [3.447, 1.209, -0.808], [6.036, 1.599, -1.507], [5.032, 3.428, -0.884], [7.827, 1.721, 0.493], [7.870, 0.536, 1.235], [7.954, -0.698, 0.333], [6.897, -0.759, -0.496], [7.953, -1.802, 1.109], [6.841, 0.482, 2.093], [8.989, 0.592, 1.967], [7.105, 3.514, 0.225], [6.356, 2.695, 1.573], [3.900, 1.979, 0.982], [8.864, -0.680, -0.271], [7.246, -4.812, 0.680], [7.214, -3.929, 1.059], [8.093, -4.846, 0.226], [5.676, 4.751, 0.698], [-2.339, -7.818, -5.986], [-1.508, -6.818, -5.503], [-1.987, -5.903, -4.582], [-3.297, -6.008, -4.155], [-4.140, -6.993, -4.630], [-3.655, -7.903, -5.553], [-3.802, -5.052, -3.160], [-3.034, -4.185, -2.779], [-4.942, -5.180, -2.776], [-1.961, -8.535, -6.702], [-0.484, -6.751, -5.842], [-1.341, -5.124, -4.206], [-5.162, -7.059, -4.289], [-4.302, -8.681, -5.932]],
  "forces_ev_per_angstrom": [[-0.102, 0.493, 0.306], [0.798, -0.268, 0.066], [0.390, 0.658, -0.448], [0.276, 0.090, 0.183], [-0.941, 0.761, -0.668], [-1.429, 2.624, -1.230], [3.403, -3.597, 2.530], [-1.367, -0.315, -0.443], [-1.121, 0.424, 0.646], [-0.297, 0.061, 0.696], [0.550, 0.147, -0.155], [-0.058, -0.409, -0.318], [-0.786, -0.178, -0.291], [-0.176, -0.542, 0.210], [0.424, 0.643, -0.169], [-0.687, -0.281, -0.522], [0.874, 0.011, 0.695], [-0.531, 0.512, -0.130], [0.454, 0.150, -0.365], [-0.024, 0.067, -0.238], [0.061, -0.781, -0.024], [-0.181, 1.146, -0.732], [0.053, -0.029, -0.290], [-0.320, -1.874, 0.240], [-0.616, 0.379, -0.589], [0.881, 0.270, 0.548], [0.249, 0.024, 0.260], [0.281, 0.022, 0.264], [-0.118, -0.031, -0.004], [-0.257, 0.001, 0.030], [-0.029, -0.108, -0.041], [-0.090, -0.020, 0.016], [-0.181, -0.752, -0.287], [-0.042, 0.221, -0.074], [0.355, 0.204, 0.164], [-0.642, 0.220, 0.897], [-0.052, 0.038, 0.106], [0.825, 0.136, -0.051], [-1.196, 0.352, 0.586], [0.588, 0.141, -0.673], [-0.188, 0.048, 0.328], [0.757, -0.514, -0.178], [-0.301, -0.494, -0.078], [-0.278, 0.369, -0.235], [1.006, 0.187, -0.647], [0.117, 0.430, 0.265], [0.697, -0.862, -0.236], [-0.731, -0.186, 0.235], [0.138, 0.160, -0.117], [0.039, 0.304, -0.036], [-0.032, 0.017, -0.089], [-0.210, 0.079, 0.338], [-0.212, -0.425, -0.292], [0.092, 0.331, 0.567], [0.049, -0.429, -0.550], [0.021, 0.115, 0.147], [0.037, 0.188, 0.156], [0.016, -0.059, -0.096], [0.110, -0.042, -0.075], [0.435, -0.461, -0.449], [-0.218, -0.473, -0.025], [0.024, -0.050, -0.025], [0.069, 0.105, 0.136], [0.081, 0.007, -0.001], [-0.069, -0.009, 0.015], [-0.024, -0.065, -0.017], [-0.563, 1.166, 0.296], [0.006, -0.007, -0.010], [-0.069, -0.120, -0.072], [0.283, 0.170, 0.046], [0.090, -0.098, -0.105], [-0.295, -0.152, -0.002], [0.121, -0.004, -0.048], [0.187, 0.090, -0.013], [-0.212, -0.128, -0.052], [-0.116, 0.014, 0.042], [0.005, -0.011, -0.021], [0.031, 0.039, 0.012], [-0.070, 0.069, 0.081], [-0.005, 0.104, 0.098], [-0.038, -0.012, 0.003]],
  "total_charge": 0,
  "homo_energy_ev": -6.72,
  "largest_force_ha_per_bohr": 0.1081,
  "spin_multiplicity": 1,
  "homo_lumo_gap_ev": 2.3,
  "energy_ha": -11866.637568,
  "de_lowest_kj_mol": 0.0
}

{
  "formula": "C19H29Cl2F4NO12PS2",
  "method": "ωB97M-V/def2-TZVPD",
  "symbols": ["C", "C", "C", "C", "C", "C", "P", "O", "Cl", "C", "S", "O", "O", "C", "F", "F", "F", "C", "Cl", "C", "C", "O", "O", "C", "C", "O", "O", "S", "O", "O", "C", "C", "C", "C", "C", "O", "C", "O", "N", "O", "H", "H", "H", "H", "H", "H", "H", "H", "H", "H", "H", "H", "H", "H", "H", "H", "H", "H", "H", "H", "H", "H", "H", "H", "H", "H", "H", "H", "H", "F"],
  "positions_angstrom": [[4.171, -3.517, 2.310], [4.144, -3.483, 0.767], [2.747, -3.029, 0.307], [2.621, -1.507, 0.538], [1.675, -0.841, -0.476], [0.797, 0.352, 0.000], [1.772, 1.564, 1.118], [1.841, 0.769, 2.541], [3.770, 1.504, 0.457], [-0.592, -0.073, 0.617], [-0.509, -1.589, 1.622], [-0.206, -2.708, 0.779], [0.365, -1.488, 2.749], [-2.184, -2.060, 2.336], [-3.106, -2.200, 1.386], [-2.566, -1.274, 3.329], [-1.940, -3.281, 2.844], [-1.404, 1.090, 1.242], [-3.172, 0.732, 1.151], [-1.092, 1.402, 2.716], [-2.242, 2.023, 3.493], [-2.687, 1.446, 4.467], [-2.668, 3.213, 3.076], [-3.326, 3.946, 4.148], [-4.801, 3.902, 4.215], [-2.612, 4.537, 4.930], [-1.229, 2.330, 0.560], [-1.074, 2.240, -1.031], [-0.813, 3.552, -1.496], [-2.198, 1.589, -1.614], [0.453, 1.212, -1.281], [0.166, 0.383, -2.525], [-0.225, 1.218, -3.776], [0.389, 0.587, -5.021], [-0.271, -0.735, -5.445], [-1.286, -1.157, -4.543], [-1.309, -2.546, -4.381], [1.453, 2.201, -1.486], [2.461, 1.768, -2.383], [3.065, 2.674, -2.771], [3.178, -3.692, 2.714], [4.836, -4.295, 2.676], [4.538, -2.575, 2.710], [4.343, -4.480, 0.382], [4.912, -2.782, 0.452], [2.044, -3.580, 0.919], [2.625, -3.192, -0.762], [2.431, -1.266, 1.578], [3.617, -1.130, 0.331], [1.013, -1.576, -0.931], [2.294, -0.496, -1.298], [2.292, 1.345, 3.167], [-1.171, -0.404, -0.249], [-0.284, 2.126, 2.772], [-0.792, 0.539, 3.294], [-5.080, 3.033, 4.822], [-5.193, 4.814, 4.624], [-5.201, 3.753, 3.220], [-0.605, -0.348, -2.312], [1.032, -0.185, -2.839], [0.076, 2.255, -3.685], [-1.302, 1.140, -3.860], [1.450, 0.392, -4.874], [0.309, 1.274, -5.859], [-0.721, -0.653, -6.436], [0.469, -1.533, -5.534], [-0.437, -2.910, -3.826], [-1.334, -3.078, -5.336], [-2.189, -2.837, -3.818], [-5.528, 5.595, 2.486]],
  "forces_ev_per_angstrom": [[0.374, -0.013, -0.273], [-0.772, -0.100, 0.771], [1.112, 0.830, 0.283], [0.192, -0.581, -0.385], [-0.269, -0.028, 0.330], [0.767, -0.269, 0.197], [-0.351, 1.415, 0.084], [0.313, -0.401, -0.549], [-0.193, -0.324, 0.029], [-0.090, 0.313, -0.562], [1.155, -1.402, 0.707], [-0.782, 0.308, -1.031], [-0.513, 0.862, 0.427], [-0.034, -0.494, 0.231], [0.142, 0.219, 0.380], [-0.087, -0.160, -0.536], [-0.021, 0.413, -0.140], [-0.790, 0.430, 1.273], [0.217, -0.289, -0.268], [-0.244, 0.566, -0.023], [-0.694, -0.568, 0.894], [0.433, 0.445, -0.569], [0.334, -0.166, 0.321], [0.511, 1.655, 2.161], [0.247, -1.318, -0.507], [-0.669, -1.162, -1.719], [0.785, -0.634, -0.562], [-0.583, 1.316, -0.989], [0.478, 0.301, 0.462], [-0.007, -0.995, 0.500], [-0.178, -0.320, 0.473], [-0.029, 0.327, -0.686], [-0.096, -0.958, 0.189], [-0.129, -0.079, -0.255], [-0.195, -0.312, -0.094], [0.078, 0.217, 0.075], [0.035, -0.526, 0.053], [-0.258, 0.080, 0.167], [0.078, -0.281, -0.566], [0.276, 0.195, 0.141], [-0.101, -0.078, 0.105], [0.064, -0.083, 0.095], [-0.081, 0.143, 0.108], [0.192, -0.069, -0.143], [0.153, -0.139, -0.445], [-0.494, -0.144, -0.425], [-0.222, -0.378, -0.050], [-0.268, -0.067, 0.029], [0.071, 0.277, 0.062], [-0.076, -0.170, 0.110], [0.119, 0.278, -0.001], [-0.036, 0.052, 0.272], [-0.124, -0.215, 0.033], [0.162, 0.064, -0.234], [-0.003, -0.249, -0.158], [0.228, -0.033, 0.211], [-0.023, 0.288, -0.021], [-0.233, 0.398, -0.156], [-0.214, 0.017, 0.061], [0.308, -0.092, 0.449], [-0.024, 0.166, 0.012], [-0.161, 0.479, -0.066], [0.175, 0.180, 0.097], [0.032, 0.194, -0.053], [-0.060, 0.148, -0.102], [0.212, -0.007, 0.117], [0.156, 0.075, 0.003], [-0.041, 0.035, -0.131], [-0.204, 0.190, 0.071], [-0.052, 0.225, -0.284]],
  "total_charge": -1,
  "homo_energy_ev": -3.89,
  "largest_force_ha_per_bohr": 0.0539,
  "spin_multiplicity": 1,
  "homo_lumo_gap_ev": 5.0,
  "energy_ha": -4156.487081
}